[1]
{"formula": "C20H21N3O4", "method": "ωB97M-V/def2-TZVPD", "relative_energy_kcal_mol": 108.53, "smiles": "N[C@@H](Cc1ccc(O)cc1)C(=O)N[C@@H](Cc1c[nH]c2ccccc12)C(=O)O", "max_force_ev_per_a": 5.5, "homo_ha": -0.2762, "energy_ha": -1239.87295, "orbital_gap_ev": 8.05, "species": ["N", "C", "C", "C", "C", "C", "C", "O", "C", "C", "C", "O", "N", "C", "C", "C", "C", "N", "C", "C", "C", "C", "C", "C", "C", "O", "O", "H", "H", "H", "H", "H", "H", "H", "H", "H", "H", "H", "H", "H", "H", "H", "H", "H", "H", "H", "H", "H"], "coordinates": [[2.0049, 3.9954, -0.4496], [2.1148, 2.5514, -0.6744], [3.2115, 2.0568, 0.4191], [3.5503, 0.5622, 0.4023], [3.4711, -0.3899, 1.4635], [3.8480, -1.7181, 1.4307], [4.6446, -2.0242, 0.3474], [5.2073, -3.2452, 0.1539], [4.9169, -1.0854, -0.6737], [4.4091, 0.1785, -0.5845], [0.7924, 1.7223, -0.3371], [-0.1137, 2.3040, 0.2195], [0.7196, 0.4941, -0.7370], [-0.3760, -0.3052, -0.3653], [-1.5153, -0.1292, -1.3316], [-2.8415, -0.8775, -1.1328], [-3.3735, -2.1349, -1.4498], [-4.4873, -2.2170, -0.7300], [-4.8210, -1.1195, 0.0038], [-5.8752, -0.8808, 0.9473], [-6.0959, 0.4158, 1.3094], [-5.2046, 1.4543, 1.0372], [-4.0260, 1.1735, 0.3506], [-3.8914, -0.0740, -0.2688], [-0.0788, -1.7420, 0.0406], [-0.9411, -2.6312, 0.1001], [1.2281, -2.0036, 0.3177], [2.0870, 4.2284, 0.6236], [1.3251, 4.6392, -0.8781], [2.4352, 2.1505, -1.6585], [2.8423, 2.2469, 1.4475], [4.2284, 2.5496, 0.2992], [2.6151, -0.0672, 2.0936], [3.4355, -2.4022, 2.1347], [5.0501, -3.8355, 0.9333], [5.6590, -1.4657, -1.2868], [4.5207, 0.7840, -1.4960], [1.5146, 0.1050, -1.2394], [-0.7935, 0.1301, 0.5493], [-1.1968, -0.2816, -2.3503], [-1.7073, 0.9796, -1.4538], [-2.9163, -2.9931, -1.8864], [-5.2710, -2.8796, -0.9543], [-6.6467, -1.5682, 1.2747], [-7.0899, 0.5130, 1.7194], [-5.4106, 2.3899, 1.5594], [-3.1150, 1.8328, 0.4381], [1.9566, -1.3862, 0.3221]], "nbo_charge": [-0.86, -0.10, -0.42, -0.08, -0.20, -0.32, 0.32, -0.67, -0.27, -0.19, 0.66, -0.64, -0.61, -0.19, -0.43, -0.07, -0.01, -0.52, 0.13, -0.23, -0.22, -0.25, -0.20, -0.09, 0.80, -0.57, -0.72, 0.38, 0.40, 0.19, 0.22, 0.24, 0.21, 0.24, 0.49, 0.23, 0.21, 0.41, 0.26, 0.21, 0.24, 0.23, 0.40, 0.21, 0.21, 0.22, 0.23, 0.52]}



[2]
{"formula": "C20H21N3O4", "method": "ωB97M-V/def2-TZVPD", "relative_energy_kcal_mol": 30.69, "smiles": "N[C@@H](Cc1c[nH]c2ccccc12)C(=O)N[C@@H](Cc1ccc(O)cc1)C(=O)O", "max_force_ev_per_a": 2.5, "homo_ha": -0.2935, "energy_ha": -1239.99700, "orbital_gap_ev": 8.53, "species": ["N", "C", "C", "C", "C", "N", "C", "C", "C", "C", "C", "C", "C", "O", "N", "C", "C", "C", "C", "C", "C", "O", "C", "C", "C", "O", "O", "H", "H", "H", "H", "H", "H", "H", "H", "H", "H", "H", "H", "H", "H", "H", "H", "H", "H", "H", "H", "H"], "coordinates": [[0.5440, 0.5805, -0.5409], [0.9216, -0.5776, -1.4485], [2.3725, -0.4477, -1.8930], [3.3797, -0.4762, -0.7548], [3.9529, -1.4882, -0.0656], [4.9040, -1.0153, 0.8240], [4.9031, 0.3561, 0.7355], [5.6433, 1.3123, 1.4570], [5.4551, 2.6494, 1.1052], [4.6002, 3.0171, 0.0891], [3.8070, 2.0924, -0.5865], [4.0010, 0.7382, -0.2660], [0.6543, -1.9790, -0.8424], [1.3844, -2.9292, -1.1442], [-0.3687, -2.1400, 0.0732], [-1.5427, -1.2942, 0.3713], [-2.4532, -1.0057, -0.8105], [-3.4146, 0.1371, -0.5482], [-3.0095, 1.4202, -0.2133], [-3.8934, 2.4245, 0.0911], [-5.2525, 2.1346, 0.0268], [-6.0820, 3.1565, 0.3355], [-5.7092, 0.8637, -0.3627], [-4.8014, -0.1304, -0.6656], [-2.3651, -2.1184, 1.3409], [-2.1634, -3.2866, 1.5209], [-3.3241, -1.4759, 2.0499], [1.2391, 0.6016, 0.2413], [0.7210, 1.4316, -1.0855], [0.2695, -0.5323, -2.3223], [2.5023, 0.4865, -2.4813], [2.6775, -1.2997, -2.5444], [3.8065, -2.5708, -0.2054], [5.5932, -1.5916, 1.2877], [6.3290, 1.0589, 2.2695], [5.9780, 3.4259, 1.7012], [4.4459, 4.0653, -0.1025], [3.0874, 2.5100, -1.3075], [-0.5374, -3.1039, 0.3397], [-1.1979, -0.3550, 0.8037], [-2.9889, -1.9155, -1.0970], [-1.7825, -0.6792, -1.6461], [-1.9169, 1.6369, -0.1287], [-3.5573, 3.4203, 0.3013], [-6.9806, 2.8242, 0.3334], [-6.8152, 0.6852, -0.3735], [-5.2049, -1.0899, -0.9819], [-3.2374, -0.4735, 1.8473]], "nbo_charge": [-0.86, -0.14, -0.43, -0.14, 0.00, -0.53, 0.11, -0.23, -0.23, -0.23, -0.24, -0.03, 0.69, -0.63, -0.63, -0.16, -0.43, -0.10, -0.15, -0.29, 0.31, -0.66, -0.29, -0.17, 0.79, -0.58, -0.66, 0.38, 0.36, 0.21, 0.21, 0.25, 0.24, 0.42, 0.22, 0.21, 0.21, 0.21, 0.43, 0.25, 0.23, 0.23, 0.22, 0.23, 0.48, 0.21, 0.22, 0.50]}



Q: Which formula does entry 1 have?
A: C20H21N3O4